# 1
Below is an isolated ion of composition C5H10IN4 and charge +1 in a non-equilibrium geometry, with properties calculated with ωB97M-V/def2-TZVPD.

Geometry as ORCA input:
```
! RIJCOSX wB97M-V def2-TZVPD def2/J DEFGRID3
* xyz 1 1
C 2.93 0.44 -0.20
C 1.39 0.43 0.21
C 0.52 -0.69 -0.58
I 1.41 -2.70 -0.39
N -0.86 -0.63 0.04
N -1.46 -1.50 0.86
C -2.74 -0.92 1.17
N -2.96 0.36 0.54
C -1.71 0.49 -0.17
N -1.55 1.63 -0.88
H 3.06 0.74 -1.30
H 3.43 1.28 0.41
H 3.47 -0.54 0.01
H 0.93 1.43 -0.09
H 1.19 0.24 1.31
H 0.50 -0.47 -1.70
H -1.08 -2.39 1.21
H -3.50 -1.38 1.87
H -1.10 2.46 -0.48
H -1.88 1.74 -1.85
*
```

Energy relative to the best compared isomer or geometry (same formula, charge and spin) = 15.4 kJ/mol
M = 253.067 g/mol
Max |F| = 7.3 eV/A
HOMO-LUMO gap = 0.3529 Eh
SMILES = CC[C@@H](I)n1[nH]cnc1=[NH2+]

Mulliken atomic charge list, values in e, 6 entries: number 1, C, carries -1.0730; number 2, C, carries -0.2315; number 3, C, carries -0.4506; number 4, I, carries 0.1474; number 5, N, carries 0.4526; number 6, N, carries -0.2345

***

# 2
Below is C14H30CrNO3P2 as an isolated structure in a non-equilibrium geometry, with properties calculated with ωB97M-V/def2-TZVPD.

Geometry as ORCA input:
```
! RIJCOSX wB97M-V def2-TZVPD def2/J DEFGRID3
* xyz 1 5
Cr 0.00 0.21 -0.06
P 2.10 -0.85 0.01
C 2.35 -1.15 -1.77
C 1.04 -1.57 -2.41
N -0.09 -1.11 -1.84
C -1.27 -1.44 -2.41
C -1.34 -2.29 -3.51
C -0.18 -2.82 -4.06
C 1.04 -2.43 -3.50
C -2.54 -0.79 -1.90
P -2.13 0.69 -0.93
H 2.00 -2.76 -3.87
H -2.34 -2.49 -3.90
H -0.22 -3.50 -4.90
H -3.20 -0.48 -2.71
H -3.12 -1.47 -1.26
H 2.72 -0.21 -2.22
H 3.12 -1.91 -1.89
H 0.85 3.60 -1.94
O 1.34 2.87 -2.42
H 2.16 3.26 -2.78
H -0.33 4.22 -0.07
O -0.36 4.37 -1.04
H -0.99 5.11 -1.19
C -2.14 2.08 -2.07
H -3.14 2.20 -2.52
H -1.85 2.98 -1.51
H -1.39 1.94 -2.86
C -3.41 0.88 0.31
H -3.12 1.72 0.97
H -4.38 1.10 -0.17
H -3.49 -0.03 0.92
C 2.02 -2.48 0.79
H 2.98 -3.01 0.68
H 1.80 -2.35 1.86
H 1.22 -3.09 0.34
C 3.53 0.05 0.63
H 3.29 0.39 1.65
H 4.41 -0.61 0.66
H 3.73 0.92 0.00
C 0.95 0.34 3.80
C -0.25 0.17 2.88
C -1.50 0.69 3.56
O -0.03 0.88 1.68
H 1.10 1.41 3.98
H 1.87 -0.07 3.38
H 0.78 -0.15 4.77
H -0.38 -0.91 2.66
H -1.36 1.75 3.79
H -2.40 0.60 2.94
H -1.69 0.17 4.50
*
```

Energy relative to the best compared isomer or geometry (same formula, charge and spin) = 39.9 kJ/mol
M = 374.342 g/mol
Max |F| = 1.4 eV/A
HOMO-LUMO gap (spin up / spin down) = 0.2786 / 0.3141 Eh

Mulliken atomic charge list, values in e, 6 entries: number 1, Cr, carries -0.4460; number 2, P, carries 0.8918; number 3, C, carries -0.9587; number 4, C, carries 0.3844; number 5, N, carries 0.5909; number 6, C, carries 0.3950

***

# 3
Below is a 7-piece molecular cluster, C17H48BrN12O6S overall in a non-equilibrium geometry, with properties calculated with ωB97M-V/def2-TZVPD.

Geometry as ORCA input:
```
! RIJCOSX wB97M-V def2-TZVPD def2/J DEFGRID3
* xyz 1 1
C 4.53 -1.85 -0.28
C 3.74 -2.34 -1.65
C 2.38 -3.25 -1.30
C 1.33 -2.96 -2.52
C -0.18 -3.57 -2.30
C -0.79 -3.41 -0.79
C -1.68 -2.01 -0.62
C -0.82 -0.76 -0.01
S -1.25 0.75 -1.09
C -0.04 0.95 -2.51
C 1.54 0.85 -2.08
C 2.19 2.26 -1.53
Br 1.72 2.63 0.39
H 5.14 -2.74 0.19
H 3.84 -1.29 0.49
H 5.34 -1.05 -0.63
H 3.35 -1.37 -2.19
H 4.45 -2.91 -2.38
H 2.03 -2.88 -0.24
H 2.75 -4.38 -1.30
H 1.77 -3.52 -3.48
H 1.28 -1.82 -2.84
H -0.90 -2.94 -3.02
H -0.29 -4.69 -2.69
H -0.02 -3.56 0.08
H -1.59 -4.29 -0.66
H -2.58 -2.31 0.10
H -2.13 -1.67 -1.66
H -1.27 -0.50 1.06
H 0.33 -0.96 0.08
H -1.17 1.85 -0.18
H -0.18 1.96 -3.09
H -0.25 0.05 -3.26
H 1.73 -0.07 -1.35
H 2.14 0.57 -3.07
H 1.96 3.18 -2.24
H 3.38 2.12 -1.57
C -5.25 0.72 1.08
O -6.11 0.42 1.89
N -4.49 -0.20 0.45
N -4.97 2.00 0.74
H -3.77 0.03 -0.22
H -4.66 -1.17 0.67
H -5.52 2.72 1.19
H -4.26 2.26 0.08
C -4.80 -2.25 -3.38
O -4.07 -3.21 -3.20
N -5.00 -1.30 -2.44
N -5.47 -2.05 -4.53
H -5.60 -0.50 -2.57
H -4.51 -1.42 -1.56
H -5.35 -2.74 -5.26
H -6.08 -1.26 -4.69
C 6.82 -1.64 -4.23
O 5.94 -1.26 -3.47
N 7.74 -0.82 -4.75
N 6.94 -2.93 -4.60
H 8.47 -1.12 -5.38
H 7.69 0.16 -4.50
H 6.26 -3.58 -4.23
H 7.65 -3.27 -5.23
C -4.60 -1.77 4.03
O -4.09 -1.81 2.91
N -5.50 -0.84 4.38
N -4.29 -2.64 5.00
H -5.93 -0.78 5.29
H -5.76 -0.16 3.67
H -3.61 -3.36 4.78
H -4.69 -2.62 5.92
C -0.72 5.72 2.62
O -1.68 5.13 2.15
N 0.54 5.25 2.54
N -0.83 6.90 3.26
H 1.34 5.72 2.92
H 0.66 4.36 2.07
H -1.75 7.30 3.34
H -0.05 7.40 3.65
C 2.66 4.59 5.78
O 2.60 5.22 4.74
N 2.94 3.27 5.82
N 2.46 5.15 6.99
H 3.00 2.74 6.67
H 3.10 2.81 4.93
H 2.25 6.14 7.00
H 2.51 4.65 7.86
*
```

M = 628.620 g/mol
Max |F| = 2.8 eV/A
HOMO-LUMO gap = 0.3241 Eh

Mulliken atomic charge list, values in e, 6 entries: number 1, C, carries -1.0695; number 2, C, carries 0.1294; number 3, C, carries -0.3895; number 4, C, carries -0.1435; number 5, C, carries -0.5910; number 6, C, carries -0.7021

***

# 4
Below is a 2-piece molecular cluster, C3H9NO2 overall in a non-equilibrium geometry, with properties calculated with ωB97M-V/def2-TZVPD.

Geometry as ORCA input:
```
! RIJCOSX wB97M-V def2-TZVPD def2/J DEFGRID3
* xyz 0 1
C -1.25 -2.08 -1.07
C -0.28 -1.74 0.01
N -0.07 -0.36 0.18
O 0.31 -2.49 0.75
H -1.92 -2.89 -0.80
H -0.66 -2.42 -1.93
H -1.79 -1.21 -1.44
H 0.70 -0.14 0.79
H -0.37 0.34 -0.46
C 0.03 2.93 0.40
O 1.27 2.75 -0.23
H -0.05 3.84 1.00
H -0.66 3.05 -0.43
H -0.30 2.10 1.04
H 2.03 2.78 0.36
*
```

Energy relative to the best compared isomer or geometry (same formula, charge and spin) = 98.5 kJ/mol
M = 91.110 g/mol
Max |F| = 2.7 eV/A
HOMO-LUMO gap = 0.3881 Eh
SMILES = CC(N)=O.CO

Mulliken atomic charge list, values in e, 6 entries: number 1, C, carries -0.8936; number 2, C, carries 0.5709; number 3, N, carries -0.2974; number 4, O, carries -0.5897; number 5, H, carries 0.2951; number 6, H, carries 0.2400